1.
Here is a molecular structure, C46H52BN9O2SSiTi in a non-equilibrium geometry from OMol25. Energies are from ωB97M-V/def2-TZVPD.

Computed properties:
multiplicity	2
energy relative to the best compared isomer or geometry (same formula, charge and spin)	28.5	kcal per mole
net charge	+3
highest occupied orbital energy (alpha / beta)	-15.02 / -15.02	eV
frontier orbital gap (alpha / beta)	5.34 / 4.28	eV
E_LUMO (alpha / beta)	-0.3557 / -0.3948	Eh

XYZ file:
```
113
C46H52BN9O2SSiTi, DFT ωB97M-V/def2-TZVPD
C -3.299 -0.266 3.605
N 0.667 1.346 -5.035
C -0.281 -4.850 3.955
H 0.282 4.079 3.480
H 2.867 2.567 -4.295
C -2.799 0.849 -2.616
H -3.256 -1.186 0.765
H -1.307 2.504 -0.239
C -4.555 0.199 0.017
C 2.846 2.200 -3.282
H 5.688 -1.866 0.461
H -2.617 0.409 1.693
H -2.351 2.680 1.200
Ti 0.820 -0.460 -0.823
H -0.757 -2.753 3.967
C -1.805 0.133 5.438
H -2.324 -2.184 -1.155
C -0.872 0.681 4.564
C -0.444 -3.525 1.964
H -1.413 3.594 3.361
C 4.887 -1.889 1.201
C 3.694 2.449 -2.221
C 1.545 -2.724 -2.891
N 2.062 1.072 -1.552
C 3.709 1.704 0.238
C 1.160 -2.924 -4.210
C -0.261 3.207 1.548
N -0.895 -0.118 -1.953
H -7.562 -0.620 1.283
H -1.588 0.093 6.497
C -4.830 -2.256 0.206
O 0.325 0.582 0.577
C -3.954 -1.126 -0.112
H 5.091 -1.157 1.983
H 1.911 -4.738 -2.323
N 0.972 -0.781 -3.706
N 1.883 1.375 -2.867
S -0.713 -1.952 1.327
H 1.156 -3.852 -4.754
H -1.804 4.104 0.320
C -1.737 1.536 -3.164
C 3.607 1.793 4.451
N 2.633 -1.284 0.078
H 0.194 4.702 -7.418
B 0.730 0.760 -3.666
C -0.521 -3.626 3.367
C 0.101 -5.842 1.765
H 4.730 0.213 5.366
C -3.011 -0.359 4.961
C 3.627 -1.567 0.570
H 1.522 1.900 -8.126
C -0.573 4.016 2.806
H 2.328 3.165 3.435
H 1.650 -3.644 -0.952
C -3.014 -1.361 -1.339
C 1.120 1.879 -7.128
H -4.454 -3.259 0.037
C -2.247 -0.177 -1.861
C -0.140 -4.632 1.154
H -0.907 3.605 -8.227
H -6.694 -2.914 0.992
O 0.015 -1.949 -0.052
C 1.800 1.128 2.977
C -1.128 0.757 3.191
H 0.208 -6.912 3.626
H 4.566 3.079 -2.218
C 0.797 -1.674 -4.681
H 4.726 1.306 0.243
H 4.844 -2.884 1.644
C -5.800 0.366 0.546
N -0.605 0.929 -2.798
C 3.187 -0.541 4.075
H 1.552 -1.005 2.778
C 2.094 -3.736 -1.942
H 4.171 2.579 4.935
H 0.426 -1.385 -5.650
H -3.846 1.067 -2.756
H 2.157 0.219 -6.085
C -6.072 -2.069 0.732
H -3.730 -0.793 5.644
H 1.135 3.230 -0.130
H 3.174 -3.611 -1.846
C 3.923 0.464 4.691
H 0.336 -6.710 1.165
C 2.139 -0.208 3.231
H -1.704 2.368 -3.848
H -0.842 5.041 2.535
C 0.029 -5.953 3.159
H 0.061 1.054 4.967
H -6.219 1.357 0.658
N -0.115 2.423 -5.327
C 0.900 3.822 0.758
Si 0.211 1.422 2.025
H 3.086 1.119 0.907
H -1.339 4.288 -6.643
C -0.525 3.899 -7.250
H 0.637 4.829 0.421
H -4.254 -0.617 3.229
C 1.432 1.016 -6.121
H -0.331 -4.951 5.030
H -0.101 -4.535 0.077
C 3.174 1.731 -1.152
C -1.503 3.106 0.654
N 1.412 -1.415 -2.579
H 3.765 2.719 0.629
H -3.984 1.059 -0.315
H 1.801 3.913 1.368
H 3.415 -1.581 4.280
C -6.560 -0.761 0.896
C 0.140 2.747 -6.580
H -3.668 -1.666 -2.157
C 2.556 2.120 3.602
C -2.369 0.298 2.744
```

=====

2.
Here is 10 unconnected molecules or ions with the total composition C46H52N8O6S2 in a non-equilibrium geometry from OMol25. Energies are from ωB97M-V/def2-TZVPD.

Computed properties:
highest occupied orbital energy	-9.04	eV
frontier orbital gap	8.60	eV
E_LUMO	-0.0164	Eh

XYZ file:
```
114
C46H52N8O6S2, DFT ωB97M-V/def2-TZVPD
C 3.846 -1.776 -1.975
H 0.701 2.689 2.721
H 4.085 -5.261 -0.669
C 2.649 -2.290 -1.549
C -1.935 -3.425 1.212
H -2.279 -0.069 0.060
C -5.040 0.501 4.053
C -8.220 1.724 0.627
C -5.710 1.733 -0.567
H -5.643 1.134 4.713
C -2.702 2.643 -3.765
H -5.848 -0.340 -0.683
C 3.860 -4.337 -1.169
H -1.177 -0.297 4.660
C 2.657 -0.991 1.870
C 5.138 1.698 -0.231
C 1.984 1.676 4.133
H -2.170 0.221 2.391
O -10.000 2.855 1.558
H -2.498 -6.187 2.081
O -1.283 -1.338 -3.570
H -3.431 3.395 -4.033
C 0.337 0.309 -2.154
H 1.730 -1.730 -1.419
H 4.357 1.685 0.516
O -10.199 0.744 1.209
H -3.292 1.799 3.827
H 1.987 2.620 -3.916
H 7.505 -0.342 -1.554
H 5.578 -1.571 3.060
H 3.804 -0.700 -2.378
C -7.577 2.930 0.446
H -0.588 4.898 -3.554
C -1.453 5.014 -2.886
H -2.939 -3.592 0.964
O -2.311 -2.099 -1.847
H 5.870 -4.307 -1.832
H 2.909 0.343 5.481
H 7.937 1.914 -2.706
C 2.836 0.204 -5.848
C 4.965 -3.712 -1.726
H -1.104 5.443 -1.903
H -1.934 -2.959 2.182
H 4.457 -3.740 3.689
N 2.070 1.099 -5.217
O 0.513 -4.313 1.235
H -1.061 1.824 0.998
C 4.563 -1.797 2.905
C 0.617 1.678 -0.211
N 5.360 2.865 -0.828
H -8.126 3.769 0.766
H 6.616 3.817 -2.227
C 4.185 0.163 -5.791
C 0.810 1.970 3.481
H -1.535 -2.607 0.558
H -4.766 1.721 -1.093
C 2.669 1.973 -4.437
H 2.082 1.414 -1.806
C -3.801 0.832 3.621
H 5.537 -0.437 -0.152
C 2.673 -3.680 -1.129
H -2.366 5.359 -3.428
H -6.439 -1.145 4.201
C 1.949 0.636 5.050
S -1.866 3.339 -2.287
H -0.688 -6.524 2.360
C -0.654 1.365 0.161
H 2.258 -0.494 -6.490
C 1.115 1.140 -1.362
C -7.580 0.517 0.276
H -1.665 -5.217 3.248
O -2.910 3.590 -1.275
C 4.803 1.069 -4.951
H 2.306 -0.090 1.361
C 2.659 -3.231 2.723
H -8.167 -0.394 0.385
H 5.836 1.106 -4.867
C 3.986 2.016 -4.271
C 3.924 -2.980 3.156
H 2.853 2.221 3.807
H -3.184 1.681 -3.568
C -6.250 2.901 -0.145
C 5.834 0.516 -0.537
C -1.515 -5.741 2.282
N -1.563 -1.272 -2.386
C -6.344 0.525 -0.380
H 0.756 -0.967 5.839
C 6.379 2.833 -1.755
C -4.845 -1.536 2.843
H 1.144 2.433 0.343
H -5.134 -2.515 2.567
C 7.176 1.742 -1.985
H 1.000 -2.419 1.619
N 4.954 -2.453 -2.107
H 1.775 -4.115 -0.694
H 2.192 -4.175 2.855
C 0.837 -0.121 5.237
N -3.667 -1.191 2.325
C 1.985 -2.203 2.021
C -1.390 0.331 -0.438
S -0.892 -4.823 0.950
N 3.920 -0.787 2.241
H -1.977 2.708 -4.593
C -3.154 -0.014 2.710
C 6.930 0.536 -1.373
C -0.306 0.293 4.580
N -0.328 1.294 3.751
H -5.680 3.795 -0.363
H 4.677 -0.581 -6.392
N -9.551 1.806 1.216
H 0.557 0.004 -3.156
C -0.856 -0.200 -1.605
C -5.520 -0.736 3.717
H 4.419 2.767 -3.610
```